[1]
CHCl2N2O2 | the ωB97M-V functional and the def2-TZVPD basis

```
8
Properties=species:S:1:pos:R:3:forces:R:3:mulliken_charge:R:1
C -0.136 -0.379 -0.412 -0.3 0.1 0.7 0.0497
N 0.257 0.005 0.752 2.0 -0.5 -1.5 -0.4461
N -0.668 0.361 1.683 -1.5 0.2 0.8 1.1077
O -0.235 0.538 2.804 -0.1 -0.1 -0.4 -0.5663
O -1.842 0.498 1.363 0.0 0.0 0.1 -0.5966
Cl 2.839 0.157 -3.888 0.0 -0.1 0.0 -0.9101
Cl 0.978 -0.712 -1.631 -0.2 0.3 0.3 -0.0041
H -1.194 -0.469 -0.671 0.2 0.0 0.0 0.3658
```
Forces are in eV/Å.

Properties
* total charge: -1
* highest occupied orbital energy: -4.154 eV
* relative energy (zero: lowest compared OMol25 entry of this formula, charge and spin): 53.5 kJ/mol
* gap between HOMO and LUMO: 5.87 eV
* molecular weight: 143.94 g mol⁻¹

[2]
C2H2LiNiO2 | the ωB97M-V functional and the def2-TZVPD basis

```
8
Properties=species:S:1:pos:R:3:forces:R:3:mulliken_spin:R:1
O 1.950 0.317 -0.122 -0.7 -5.2 -0.2 0.1685
C 1.370 -0.797 -0.124 1.8 5.5 0.1 0.6112
C -0.092 -0.793 -0.015 -2.0 1.8 0.1 0.1086
O -0.696 0.843 0.055 -0.3 -4.7 -0.1 0.1467
Li -2.422 1.228 0.186 0.2 -0.1 0.0 -0.0020
Ni 0.798 1.832 0.023 1.0 1.8 0.0 0.9961
H -0.388 -1.338 0.898 -0.1 0.5 -0.3 -0.0144
H -0.521 -1.292 -0.901 0.0 0.4 0.3 -0.0147
```
Forces are in eV/Å.

Properties
* total charge: +1
* highest occupied orbital energy (alpha / beta): -13.095 / -12.355 eV
* relative energy (zero: lowest compared OMol25 entry of this formula, charge and spin): 26.9 kJ/mol
* expectation value of S²: 2.010
* gap between HOMO and LUMO (alpha / beta): 8.62 / 6.67 eV
* spin multiplicity: 3
* molecular weight: 123.67 g mol⁻¹

[3]
C11H22N3O2S5W | the ωB97M-V functional and the def2-TZVPD basis

```
44
Properties=species:S:1:pos:R:3:forces:R:3:mulliken_charge:R:1
W 0.216 -0.030 -0.351 -0.2 -0.1 -0.2 0.3241
C -2.289 0.393 2.347 0.0 0.0 0.0 -0.7679
C -1.387 1.608 2.356 0.0 0.0 0.0 -0.8360
S 0.304 1.252 1.821 0.0 0.0 0.0 0.0898
C 0.938 0.015 3.004 0.0 0.0 0.0 -0.8971
C 0.488 -1.423 2.820 0.0 0.0 0.0 -0.6626
S 0.579 -1.971 1.074 0.0 0.0 0.0 -0.0145
C -0.901 -3.001 0.921 0.0 0.0 0.0 -0.6827
C -2.192 -2.237 1.225 0.0 0.0 0.0 -0.8187
S -2.156 -0.473 0.745 0.0 0.0 0.0 0.1961
H -3.331 0.697 2.446 0.0 0.0 0.0 0.5654
H -2.061 -0.292 3.159 0.0 0.0 0.0 0.4450
H -1.336 2.056 3.349 0.0 0.0 0.0 0.5453
H -1.732 2.379 1.666 0.0 0.0 0.0 0.3900
H 0.689 0.367 4.007 0.0 0.0 0.0 0.5505
H 2.021 0.102 2.903 0.0 0.0 0.0 0.4239
H -0.524 -1.594 3.174 0.0 0.0 0.0 0.3067
H 1.149 -2.084 3.381 0.0 0.0 0.0 0.5972
H -0.791 -3.860 1.584 0.0 0.0 0.0 0.5021
H -0.876 -3.371 -0.103 0.0 0.0 0.0 0.4306
H -2.450 -2.271 2.282 0.0 0.0 0.0 0.5101
H -3.019 -2.692 0.680 0.0 0.0 0.0 0.4949
C -3.517 -0.183 -4.028 0.0 -0.1 0.0 -0.7565
O -2.791 0.807 -3.216 -0.1 0.0 0.0 -0.2343
C -1.905 0.456 -2.383 0.1 0.0 0.0 0.6399
S -1.394 -1.127 -1.998 0.0 0.0 0.0 -0.2563
S -1.132 1.644 -1.386 0.0 0.0 0.0 -0.1946
H -4.014 -0.883 -3.360 0.0 0.0 0.0 0.3855
H -2.807 -0.681 -4.684 0.0 0.0 0.0 0.3885
H -4.236 0.397 -4.592 0.0 0.0 0.0 0.2710
N 1.772 -1.271 -3.021 0.1 0.0 0.0 -0.2020
C 1.225 -0.824 -2.113 -0.1 -0.1 0.0 0.5669
H 2.207 -1.685 -3.831 0.0 0.0 0.0 0.2672
C 2.323 3.190 -1.292 0.0 0.0 0.0 -0.7875
N 3.403 2.207 -1.149 0.0 0.0 0.0 -0.2000
C 3.257 1.011 -0.626 0.1 -0.1 0.0 0.6686
N 4.280 0.181 -0.460 0.0 0.0 0.0 -0.3549
O 2.082 0.617 -0.231 0.0 0.2 0.1 -0.4811
H 2.774 4.137 -1.573 0.0 0.0 0.0 0.3964
H 1.805 3.320 -0.345 0.0 0.0 0.0 0.2638
H 1.627 2.891 -2.073 0.0 0.0 0.0 0.2401
H 4.333 2.492 -1.424 0.0 0.0 0.0 0.2524
H 5.230 0.454 -0.668 0.0 0.0 0.0 0.2169
H 4.138 -0.722 -0.038 0.0 0.0 0.0 0.2178
```
Forces are in eV/Å.

Properties
* total charge: +3
* highest occupied orbital energy (alpha / beta): -17.991 / -17.993 eV
* relative energy (zero: lowest compared OMol25 entry of this formula, charge and spin): 0.0 kJ/mol
* gap between HOMO and LUMO (alpha / beta): 7.27 / 7.27 eV
* molecular weight: 572.49 g mol⁻¹

[4]
C22H55Cl4N3O7 | the ωB97M-V functional and the def2-TZVPD basis

```
91
Properties=species:S:1:pos:R:3:forces:R:3:mulliken_charge:R:1
C -6.659 5.210 12.644 0.2 -1.4 0.4 -1.0934
C -7.762 5.753 11.781 0.2 -0.2 0.0 0.7793
N -9.022 5.356 12.077 0.6 0.3 -0.4 -0.3671
O -7.521 6.515 10.852 -0.2 -0.1 0.1 -0.7889
H -6.408 5.866 13.474 0.2 0.3 -0.2 0.2642
H -5.792 4.934 12.048 0.2 0.8 -0.2 0.2399
H -6.873 4.228 13.087 -0.6 0.3 0.1 0.4821
H -9.715 5.641 11.403 -0.4 -0.1 0.3 0.2430
H -9.195 4.693 12.807 -0.2 0.0 -0.1 0.1753
C -7.745 9.532 13.180 -0.5 -0.1 0.9 0.0891
C -7.272 10.146 11.899 0.8 0.2 0.0 0.5291
N -6.818 9.305 10.957 -0.3 -0.3 0.0 0.1367
O -7.212 11.371 11.781 -0.3 0.0 -0.1 -0.5674
H -7.555 8.470 13.334 0.1 0.0 -0.4 -0.1058
H -8.820 9.681 13.319 0.0 0.0 -0.3 -0.1897
H -7.309 10.068 14.025 0.2 0.1 -0.2 0.3014
H -6.554 9.661 10.050 -0.1 0.1 0.0 -0.1699
H -6.976 8.306 11.038 0.0 0.1 -0.1 0.0254
C -10.671 11.787 12.011 -0.1 -0.3 0.1 0.3756
C -10.367 13.185 11.537 0.7 0.8 -0.3 0.4305
N -9.241 13.274 10.770 0.0 -0.9 -0.2 -0.2347
O -11.010 14.171 11.835 -0.5 -0.2 0.1 -0.6761
H -11.635 11.458 11.625 -0.1 0.2 0.0 0.0962
H -10.716 11.779 13.098 0.0 0.0 0.0 -0.3179
H -9.934 11.061 11.678 0.1 0.0 0.0 -0.0533
H -8.998 14.069 10.206 -0.3 0.3 0.3 0.2583
H -8.708 12.428 10.643 0.2 0.1 -0.1 0.0504
C -3.873 15.394 10.408 -0.4 0.1 -0.3 -1.2611
C -5.107 14.824 11.099 -0.2 -0.1 0.3 0.7990
C -6.336 15.714 10.935 0.5 0.1 -0.8 -1.3674
O -5.359 13.513 10.582 -0.2 0.4 -0.2 -0.3469
H -3.188 15.823 11.134 0.2 0.0 -0.1 0.3093
H -4.179 16.171 9.704 0.1 0.1 0.1 0.3536
H -3.396 14.631 9.795 0.2 -0.1 0.3 0.2607
H -4.933 14.690 12.174 0.2 0.2 0.0 0.2475
H -6.166 16.712 11.344 -0.2 -0.2 0.6 0.4106
H -7.211 15.206 11.338 -0.1 0.4 0.2 0.1309
H -6.485 15.939 9.871 -0.2 -0.4 0.0 0.3698
H -6.193 13.207 10.964 0.1 -0.3 0.1 0.0516
C -9.982 6.552 18.216 -0.7 0.0 0.5 -1.3199
C -8.860 7.355 17.605 0.0 0.2 0.3 0.3950
C -8.349 6.750 16.317 0.4 0.3 -0.6 -1.1145
O -9.335 8.673 17.283 0.0 0.0 -0.2 -0.4654
H -10.361 6.972 19.153 0.3 0.2 0.0 0.3562
H -9.717 5.521 18.455 0.1 0.0 -0.3 0.3511
H -10.838 6.584 17.537 0.1 -0.3 -0.1 0.2914
H -8.033 7.476 18.313 0.0 -0.2 0.0 0.3316
H -9.150 6.485 15.624 -0.2 0.1 0.1 0.2656
H -7.716 5.868 16.426 -0.1 0.0 0.4 0.4615
H -7.741 7.522 15.838 0.0 -0.1 -0.1 0.1654
H -9.198 9.260 18.031 -0.1 -0.1 0.0 0.2826
C -3.550 7.623 11.048 -0.1 -0.3 -0.8 -0.9536
C -2.819 6.889 12.146 0.3 0.4 0.1 0.4882
C -1.365 7.303 12.240 0.5 0.5 0.1 -1.5098
O -3.456 7.097 13.407 -0.2 -0.3 0.0 -0.5493
H -4.538 7.197 10.857 -0.1 0.1 0.2 0.1169
H -3.005 7.511 10.103 0.1 0.1 0.1 0.4150
H -3.661 8.690 11.244 0.1 0.0 0.2 0.2163
H -2.837 5.815 11.946 -0.3 0.0 0.2 0.2893
H -0.876 6.811 13.081 0.0 -0.1 0.0 0.3587
H -1.263 8.384 12.400 -0.2 0.0 0.1 0.3393
H -0.790 7.108 11.332 -0.2 -0.2 0.0 0.3871
H -3.426 8.042 13.593 0.0 0.0 0.0 0.3656
C -10.075 12.234 15.720 0.2 0.1 0.6 -0.9106
C -8.963 13.239 15.932 0.6 0.8 -0.4 0.4039
C -8.669 13.998 14.632 -0.5 0.0 0.2 -0.8396
O -9.397 14.152 16.947 -0.1 0.0 0.0 -0.5884
H -9.629 11.328 15.310 -0.4 -0.2 0.0 0.0744
H -10.875 12.620 15.088 0.2 0.1 -0.2 0.3024
H -10.558 12.058 16.684 0.2 -0.4 0.0 0.3920
H -8.025 12.787 16.281 -0.2 -0.4 0.0 0.2267
H -7.924 14.791 14.739 0.0 -0.1 0.2 0.4574
H -9.628 14.454 14.376 0.2 0.1 -0.4 0.3132
H -8.332 13.347 13.822 -0.1 -0.1 0.0 -0.1056
H -8.712 14.818 17.062 0.0 0.0 0.0 0.3205
Cl -5.508 10.483 7.951 0.0 -0.2 0.0 -0.2554
C -4.280 10.987 9.142 -0.2 0.6 0.9 0.7984
C -2.891 10.762 8.604 -0.4 -0.1 -0.1 -0.4761
Cl -1.707 11.504 9.705 0.1 -0.1 0.1 -0.2117
H -4.425 10.439 10.075 0.0 -0.4 -0.3 -0.3626
H -4.522 12.005 9.455 0.3 0.1 -0.6 -0.0999
H -2.758 11.211 7.626 0.0 0.0 0.0 0.3962
H -2.731 9.687 8.552 0.4 0.1 -0.1 0.2920
Cl -15.395 9.127 12.166 0.0 -0.1 -0.1 -0.2103
C -13.617 9.265 12.083 -0.1 0.0 0.1 -0.1722
C -12.986 8.205 12.950 0.0 0.1 0.5 -0.6100
Cl -11.242 8.068 12.585 0.1 0.0 0.0 -0.0726
H -13.394 10.249 12.483 0.2 0.1 -0.2 0.0719
H -13.298 9.179 11.050 -0.1 0.0 -0.1 0.3387
H -13.431 7.220 12.850 0.0 0.0 -0.3 0.3882
H -13.059 8.511 13.991 0.0 -0.1 0.0 0.3054
```
Forces are in eV/Å.

Properties
* structure (SMILES): CC(N)=O.CC(N)=O.CC(N)=O.CC(C)O.CC(C)O.CC(C)O.CC(C)O.ClCCCl.ClCCCl
* highest occupied orbital energy: -9.414 eV
* relative energy (zero: lowest compared OMol25 entry of this formula, charge and spin): 0.0 kJ/mol
* gap between HOMO and LUMO: 9.71 eV
* molecular weight: 615.51 g mol⁻¹